1.
The following is a DFT calculation (ωB97M-V/def2-TZVPD) of C2H3BaO3 as an isolated structure in a non-equilibrium geometry.

Results
LUMO energy (alpha / beta)	-0.18 / -0.16	eV
energy above the lowest of the compared OMol25 structures with the same formula, charge and spin	4.9	kcal/mol
<S²>	0.750
HOMO-LUMO gap (alpha / beta)	4.74 / 10.18	eV
E_HOMO (alpha / beta)	-4.92 / -10.34	eV

Structure (ORCA input):
```
! wB97M-V def2-TZVPD RIJCOSX def2/J DEFGRID3
* xyz 0 2
O 0.283 0.248 -0.226
C -1.053 0.626 -0.480
Ba 2.846 0.391 -1.032
H -1.122 1.320 -1.327
H -1.640 -0.277 -0.707
H -1.479 1.137 0.397
O 1.846 -1.063 0.899
C 0.615 -0.918 0.961
O -0.295 -1.463 1.514
*
```

---

2.
The following is a DFT calculation (ωB97M-V/def2-TZVPD) of a 2-piece molecular cluster, CHFI2S overall in a non-equilibrium geometry.

Results
LUMO energy	-1.54	eV
energy above the lowest of the compared OMol25 structures with the same formula, charge and spin	6.2	kcal/mol
SMILES	FC=S.II
HOMO-LUMO gap	7.80	eV
E_HOMO	-9.34	eV

Structure (ORCA input):
```
! wB97M-V def2-TZVPD RIJCOSX def2/J DEFGRID3
* xyz 0 1
F 0.607 -1.393 -0.151
C 0.572 -0.992 1.098
S -0.880 -0.537 1.800
H 1.537 -1.211 1.539
I 0.348 1.718 -2.176
I -2.184 2.415 -2.109
*
```

---

3.
The following is a DFT calculation (ωB97M-V/def2-TZVPD) of a 2-piece molecular cluster, C3H7NO2 overall.

Results
LUMO energy	0.07	eV
energy above the lowest of the compared OMol25 structures with the same formula, charge and spin	92.7	kcal/mol
HOMO-LUMO gap	9.21	eV
E_HOMO	-9.14	eV

Structure (ORCA input):
```
! wB97M-V def2-TZVPD RIJCOSX def2/J DEFGRID3
* xyz 0 1
C 2.507 0.862 -0.236
O 1.119 0.474 -0.154
C 0.548 0.157 0.955
C -2.391 -0.893 -0.892
O -3.359 -1.392 -1.435
N -2.297 -0.574 0.416
H 3.016 0.140 -0.874
H 2.940 0.875 0.770
H 2.535 1.854 -0.688
H 1.316 0.214 1.770
H -1.465 -0.635 -1.448
H -3.065 -0.832 1.016
H -1.404 -0.251 0.799
*
```

---

4.
The following is a DFT calculation (ωB97M-V/def2-TZVPD) of C28H30F6N6O4S3SiTa as an isolated structure in a non-equilibrium geometry.

Results
LUMO energy	-10.09	eV
energy above the lowest of the compared OMol25 structures with the same formula, charge and spin	2.7	kcal/mol
HOMO-LUMO gap	6.98	eV
E_HOMO	-17.06	eV

Structure (ORCA input):
```
! wB97M-V def2-TZVPD RIJCOSX def2/J DEFGRID3
* xyz 3 1
Ta 0.377 -0.525 0.309
C -0.676 -1.896 2.894
N -1.227 -1.675 1.508
C -1.587 -3.028 0.975
C -1.124 -3.245 -0.426
C -1.617 -4.301 -1.173
C -1.089 -4.543 -2.428
C -0.092 -3.705 -2.909
C 0.328 -2.655 -2.126
N -0.161 -2.434 -0.888
C -2.444 -0.828 1.608
C -1.997 0.523 2.058
C -2.835 1.390 2.729
C -2.312 2.570 3.234
C -0.957 2.825 3.073
C -0.187 1.927 2.372
N -0.693 0.792 1.841
C 0.672 -2.528 2.729
C 1.227 -3.366 3.675
C 2.429 -3.994 3.389
C 3.014 -3.793 2.147
C 2.412 -2.927 1.262
N 1.269 -2.272 1.549
H -1.351 -2.551 3.447
H -0.618 -0.953 3.433
H -2.663 -3.181 1.063
H -1.110 -3.784 1.600
H -2.402 -4.928 -0.770
H -1.455 -5.366 -3.027
H 0.340 -3.847 -3.890
H 1.057 -1.950 -2.491
H -3.143 -1.261 2.328
H -2.929 -0.794 0.631
H -3.875 1.132 2.879
H -2.947 3.263 3.770
H -0.498 3.710 3.490
H 0.866 2.097 2.228
H 0.717 -3.543 4.613
H 2.886 -4.654 4.115
H 3.930 -4.294 1.868
H 2.842 -2.747 0.291
C -2.018 3.325 -4.723
Si -2.687 2.983 -3.027
C -3.628 4.414 -2.304
C -3.706 1.424 -2.982
C -1.124 2.799 -1.897
C -0.329 3.942 -1.683
C 0.822 3.907 -0.916
C 1.190 2.717 -0.317
N 0.460 1.614 -0.490
C -0.638 1.672 -1.273
S -1.215 0.004 -1.365
H -2.839 3.490 -5.424
H -1.427 2.487 -5.099
H -1.391 4.219 -4.746
H -4.513 4.606 -2.914
H -3.048 5.339 -2.289
H -3.969 4.209 -1.288
H -4.621 1.625 -3.548
H -4.016 1.136 -1.975
H -3.218 0.574 -3.462
H -0.623 4.878 -2.144
H 1.439 4.784 -0.778
H 2.074 2.651 0.293
F 5.401 -0.799 -2.491
C 4.263 -1.336 -2.158
F 4.430 -2.460 -1.488
F 3.501 -1.548 -3.218
S 3.338 -0.134 -1.072
O 2.061 -0.914 -0.789
O 3.153 1.085 -1.759
N 4.190 -0.186 0.250
S 3.508 0.209 1.625
O 2.026 0.409 1.408
O 3.856 -0.615 2.718
C 4.137 1.922 2.019
F 5.323 1.802 2.543
F 3.282 2.469 2.874
F 4.179 2.637 0.906
*
```

---

5.
The following is a DFT calculation (ωB97M-V/def2-TZVPD) of a 24-piece molecular cluster, C72H204N12O30 overall in a non-equilibrium geometry.

Results
LUMO energy	0.19	eV
HOMO-LUMO gap	8.31	eV
E_HOMO	-8.12	eV

Structure (ORCA input):
```
! wB97M-V def2-TZVPD RIJCOSX def2/J DEFGRID3
* xyz 0 1
C 11.957 22.845 -10.211
O 12.121 23.281 -11.572
H 12.887 22.981 -9.660
H 11.217 23.459 -9.697
H 11.633 21.826 -10.000
H 12.760 22.720 -12.018
C 7.699 24.659 -8.458
O 7.100 25.438 -7.414
H 8.116 23.723 -8.085
H 6.843 24.211 -8.963
H 8.290 25.243 -9.163
H 6.294 24.972 -7.180
C 16.287 31.815 -6.476
O 16.489 31.967 -7.846
H 17.292 31.730 -6.061
H 15.811 32.713 -6.084
H 15.679 30.913 -6.397
H 17.278 31.455 -8.036
C 10.406 32.680 -11.366
O 10.832 31.971 -12.457
H 11.185 33.366 -11.035
H 9.419 33.117 -11.519
H 10.287 31.962 -10.554
H 11.012 31.105 -12.086
C 10.586 26.136 -8.150
O 9.835 26.174 -6.925
H 10.397 25.160 -8.596
H 10.326 27.012 -8.744
H 11.660 26.187 -7.972
H 8.893 26.267 -7.087
C 7.828 28.148 -15.220
O 7.951 28.758 -16.529
H 8.263 27.148 -15.215
H 8.304 28.663 -14.386
H 6.755 28.132 -15.028
H 8.049 29.712 -16.496
C 11.488 26.620 -14.620
O 11.035 26.015 -15.822
H 10.975 26.333 -13.703
H 12.569 26.689 -14.493
H 11.180 27.664 -14.688
H 11.097 25.064 -15.709
C 6.920 31.770 -14.456
O 7.820 31.450 -15.542
H 7.416 31.489 -13.527
H 6.681 32.822 -14.610
H 5.948 31.292 -14.580
H 8.588 32.009 -15.408
C 10.395 33.973 -15.087
O 10.308 32.575 -15.136
H 9.527 34.308 -15.655
H 10.263 34.339 -14.069
H 11.381 34.374 -15.323
H 10.611 32.280 -14.274
C 11.727 32.849 -7.826
O 12.197 31.551 -7.819
H 12.520 33.495 -8.203
H 10.707 32.989 -8.185
H 11.628 33.187 -6.795
H 12.625 31.389 -8.663
C 7.195 29.361 -7.315
O 7.339 30.327 -8.294
H 8.019 28.664 -7.162
H 7.177 29.799 -6.317
H 6.301 28.770 -7.514
H 6.522 30.819 -8.401
C 18.027 35.318 -8.230
O 16.875 34.680 -8.705
H 18.245 35.001 -7.210
H 18.908 35.008 -8.792
H 17.969 36.385 -8.446
H 16.943 33.728 -8.600
C 9.610 24.966 1.829
O 9.632 26.167 1.042
C 9.215 27.346 1.738
C 10.014 28.506 1.041
N 9.700 28.579 -0.443
C 10.642 29.363 -1.209
C 10.273 29.171 -2.700
O 11.156 29.865 -3.593
C 11.093 29.455 -4.906
H 10.093 24.983 2.806
H 10.211 24.275 1.238
H 8.534 24.796 1.809
H 9.534 27.178 2.767
H 8.134 27.482 1.722
H 11.098 28.402 1.076
H 9.780 29.382 1.647
H 9.581 27.628 -0.761
H 11.680 29.079 -1.039
H 10.550 30.398 -0.878
H 9.315 29.689 -2.643
H 10.197 28.117 -2.965
H 11.087 28.365 -4.873
H 12.053 29.623 -5.396
H 10.158 29.893 -5.253
C 17.587 40.949 -6.215
O 16.944 40.795 -7.507
C 17.457 39.737 -8.301
C 17.082 39.932 -9.755
N 15.771 39.530 -10.282
C 14.569 39.684 -9.418
C 13.327 38.817 -9.775
O 13.650 37.465 -10.064
C 13.826 36.727 -8.929
H 16.959 41.559 -5.567
H 18.576 41.404 -6.272
H 17.586 39.950 -5.778
H 16.926 38.822 -8.038
H 18.539 39.608 -8.260
H 17.759 39.387 -10.412
H 17.039 40.993 -10.004
H 15.799 38.588 -10.647
H 14.203 40.709 -9.362
H 14.814 39.499 -8.372
H 12.880 39.285 -10.652
H 12.539 38.760 -9.023
H 13.386 37.057 -7.988
H 14.913 36.676 -8.869
H 13.356 35.748 -9.027
C 12.847 29.598 -15.992
O 14.289 29.654 -16.187
C 14.978 28.981 -15.166
C 16.481 29.169 -15.289
N 16.811 30.551 -15.303
C 16.706 31.149 -13.908
C 17.766 30.743 -12.904
O 19.059 31.338 -13.040
C 19.873 31.196 -11.835
H 12.251 30.257 -16.623
H 12.618 29.899 -14.970
H 12.464 28.587 -16.135
H 14.652 27.955 -15.338
H 14.582 29.352 -14.221
H 16.705 28.654 -16.224
H 16.969 28.540 -14.545
H 16.123 30.963 -15.918
H 15.745 31.036 -13.405
H 16.739 32.232 -14.034
H 17.885 29.661 -12.855
H 17.336 31.194 -12.010
H 19.337 31.599 -10.975
H 20.870 31.635 -11.875
H 20.186 30.172 -11.634
C 14.159 33.784 -13.185
O 14.290 32.606 -12.317
C 14.341 32.950 -10.974
C 14.324 31.668 -10.176
N 12.947 31.051 -10.279
C 12.947 29.600 -10.415
C 11.429 29.128 -10.296
O 10.687 29.638 -11.340
C 9.338 29.203 -11.362
H 13.409 34.435 -12.735
H 13.670 33.417 -14.087
H 15.061 34.287 -13.535
H 13.543 33.509 -10.485
H 15.199 33.548 -10.669
H 14.527 31.911 -9.133
H 15.121 31.057 -10.601
H 12.509 31.481 -11.081
H 13.455 29.181 -9.546
H 13.436 29.329 -11.350
H 10.917 29.373 -9.365
H 11.385 28.044 -10.401
H 8.915 29.459 -12.333
H 8.787 29.678 -10.551
H 9.064 28.154 -11.250
C 19.729 33.345 -16.205
O 20.936 33.973 -16.727
C 20.998 35.274 -16.127
C 22.423 35.825 -16.352
N 22.681 36.041 -17.794
C 24.029 36.581 -18.197
C 24.099 38.085 -17.769
O 24.465 39.018 -18.909
C 24.419 40.321 -18.426
H 18.890 34.002 -16.438
H 19.849 33.194 -15.133
H 19.483 32.341 -16.549
H 21.043 35.112 -15.050
H 20.359 36.030 -16.582
H 23.158 35.149 -15.915
H 22.520 36.767 -15.813
H 22.301 35.278 -18.335
H 24.107 36.472 -19.279
H 24.801 35.910 -17.820
H 24.832 38.370 -17.015
H 23.126 38.345 -17.351
H 23.421 40.698 -18.203
H 24.904 40.845 -19.251
H 24.983 40.491 -17.509
C 3.716 26.017 -11.961
O 4.230 27.329 -12.199
C 3.820 28.044 -13.356
C 3.930 29.525 -13.074
N 5.223 29.795 -12.459
C 5.295 30.702 -11.377
C 4.223 30.595 -10.284
O 4.556 31.265 -9.006
C 4.745 32.671 -9.106
H 4.143 25.762 -10.991
H 4.115 25.270 -12.647
H 2.646 25.853 -11.830
H 2.845 27.826 -13.794
H 4.576 27.756 -14.086
H 3.052 29.674 -12.445
H 3.737 30.104 -13.977
H 5.292 28.846 -12.119
H 5.090 31.690 -11.789
H 6.232 30.652 -10.822
H 3.932 29.594 -9.963
H 3.285 30.875 -10.762
H 4.169 33.248 -8.383
H 4.477 33.086 -10.077
H 5.791 32.916 -8.921
C 9.671 41.454 -16.317
C 9.415 40.439 -15.228
C 10.237 40.523 -13.906
O 9.895 39.528 -13.010
C 10.552 38.260 -13.242
N 8.013 40.506 -15.132
H 9.157 41.323 -17.269
H 10.730 41.508 -16.567
H 9.501 42.481 -15.993
H 9.537 39.466 -15.705
H 10.100 41.499 -13.440
H 11.310 40.578 -14.090
H 10.319 37.968 -14.266
H 10.177 37.465 -12.597
H 11.632 38.111 -13.240
H 7.952 39.816 -14.397
H 7.708 40.119 -16.013
C 8.881 35.539 -7.929
C 8.354 36.933 -7.659
C 6.832 36.937 -7.732
O 6.521 38.241 -7.142
C 5.257 38.773 -7.360
N 8.776 37.348 -6.283
H 9.945 35.519 -8.166
H 8.271 35.059 -8.694
H 8.863 34.896 -7.049
H 8.780 37.650 -8.361
H 6.420 36.203 -7.040
H 6.392 36.691 -8.699
H 5.158 39.715 -6.819
H 4.524 38.017 -7.080
H 4.927 38.907 -8.390
H 8.165 38.129 -6.089
H 8.588 36.744 -5.495
C 18.359 28.623 -7.144
C 18.672 29.264 -8.539
C 17.619 28.942 -9.658
O 17.292 27.522 -9.709
C 15.991 27.275 -10.170
N 18.757 30.651 -8.314
H 18.435 27.536 -7.174
H 17.383 28.966 -6.802
H 19.142 28.903 -6.440
H 19.700 28.984 -8.771
H 17.846 29.303 -10.661
H 16.706 29.497 -9.443
H 15.610 26.348 -9.742
H 15.969 27.179 -11.255
H 15.267 28.063 -9.962
H 19.321 30.818 -7.493
H 19.190 31.189 -9.051
C 7.970 24.066 -13.269
C 7.353 23.540 -14.572
C 5.846 23.598 -14.691
O 5.000 22.591 -14.035
C 5.135 21.264 -14.461
N 7.822 24.388 -15.678
H 7.423 23.574 -12.465
H 7.687 25.114 -13.164
H 9.035 23.914 -13.093
H 7.754 22.551 -14.793
H 5.628 23.458 -15.749
H 5.463 24.603 -14.514
H 4.329 20.661 -14.043
H 6.133 20.987 -14.122
H 5.130 21.279 -15.551
H 7.762 25.385 -15.528
H 8.783 24.111 -15.820
C 15.520 34.482 -18.828
C 14.328 33.819 -18.193
C 13.551 34.919 -17.484
O 14.378 35.155 -16.305
C 13.943 36.369 -15.675
N 13.453 33.318 -19.266
H 15.872 33.761 -19.566
H 16.333 34.540 -18.103
H 15.297 35.441 -19.296
H 14.747 32.985 -17.629
H 12.579 34.490 -17.241
H 13.417 35.857 -18.024
H 13.972 37.322 -16.202
H 14.279 36.414 -14.639
H 12.904 36.093 -15.492
H 12.662 33.041 -18.702
H 13.173 34.094 -19.848
C 17.823 35.219 -12.992
C 17.585 36.560 -12.301
C 17.376 37.860 -13.165
O 18.485 37.719 -14.073
C 18.532 38.618 -15.141
N 16.508 36.435 -11.312
H 18.590 35.218 -13.766
H 16.927 34.877 -13.512
H 18.090 34.400 -12.324
H 18.459 36.910 -11.752
H 17.367 38.787 -12.591
H 16.462 37.873 -13.759
H 17.866 38.182 -15.885
H 19.497 38.793 -15.615
H 18.163 39.595 -14.828
H 16.549 35.714 -10.606
H 15.585 36.482 -11.719
*
```